(1)
This record from the Open Molecules 2025 dataset describes an isolated molecule of C5H8O2. The level of theory is ωB97M-V/def2-TZVPD.

XYZ file:
```
15
C5H8O2 (ωB97M-V/def2-TZVPD)
C -1.36034 0.96442 -0.31795
C -0.17924 0.26357 0.21708
C 0.11880 -0.37961 1.53525
O 1.52068 -0.29890 1.28317
C 1.26502 0.27971 -0.05239
C 1.26655 -0.69953 -1.15925
O -0.20645 -1.22635 -1.06457
H -1.67000 1.75258 0.37862
H -1.13621 1.40970 -1.28899
H -2.18377 0.25357 -0.43562
H -0.24528 -1.40569 1.66911
H -0.21252 0.23511 2.38939
H 1.82185 1.19843 -0.24453
H 1.30020 -0.23991 -2.15245
H -0.10535 -2.16479 -0.85316
```

Its HOMO energy (alpha / beta) is -0.2535 / -0.2536 Eh. For the energy above the lowest of the compared OMol25 structures with the same formula, charge and spin, the calculation gives 146.1 kcal/mol. For the LUMO energy (alpha / beta), the calculation gives -0.08 / -0.08 eV. The orbital gap (alpha / beta) comes out at 6.82 / 6.82 eV.

And the Mulliken charges, in e, turn out to be:
1 C -1.18
2 C 0.68
3 C -0.42
4 O -0.43
5 C 0.19
6 C -0.71
7 O -0.51
8 H 0.39
9 H 0.32
10 H 0.28
11 H 0.20
12 H 0.28
13 H 0.38
14 H 0.21
15 H 0.34

=====

(2)
This record from the Open Molecules 2025 dataset describes an isolated molecule of C5H8O2 in a non-equilibrium geometry. The level of theory is ωB97M-V/def2-TZVPD.

XYZ file:
```
15
C5H8O2 (ωB97M-V/def2-TZVPD)
C -1.73502 -1.22489 0.12383
C -0.45335 -0.55978 0.46353
C 1.02796 0.20116 -1.12546
C 0.10160 0.69799 -0.12513
O -0.84885 1.68344 -0.50862
C 0.89693 1.00696 1.10565
O 0.29296 -0.89302 1.40781
H -1.72216 -2.29666 0.33067
H -2.03510 -1.01832 -0.90641
H -2.47684 -0.74876 0.77755
H 2.09586 0.27873 -0.95752
H 0.69558 -0.57702 -1.81174
H -0.52977 1.97757 -1.37727
H 1.89715 1.43374 1.02911
H 0.37659 1.18911 2.04069
```

Its HOMO energy (alpha / beta) is -0.3114 / -0.2623 Eh. For the energy above the lowest of the compared OMol25 structures with the same formula, charge and spin, the calculation gives 120.6 kcal/mol. For the LUMO energy (alpha / beta), the calculation gives 0.63 / -0.59 eV. The orbital gap (alpha / beta) comes out at 9.10 / 6.55 eV.

And the Mulliken charges, in e, turn out to be:
1 C -1.08
2 C 0.38
3 C -1.16
4 C 1.40
5 O -0.51
6 C -1.09
7 O -0.49
8 H 0.36
9 H 0.31
10 H 0.28
11 H 0.25
12 H 0.35
13 H 0.41
14 H 0.31
15 H 0.28

=====

(3)
This record from the Open Molecules 2025 dataset describes an isolated molecule of C5H8O2 in a non-equilibrium geometry. The level of theory is ωB97M-V/def2-TZVPD.

XYZ file:
```
15
C5H8O2 (ωB97M-V/def2-TZVPD)
C -1.43170 0.15358 0.95718
C -1.27079 0.00420 -0.54583
O -0.32844 0.75660 -1.31936
C 0.94688 0.88798 -0.66575
C 1.49144 -0.35764 -0.09167
O 0.61011 -1.28844 0.51062
C -0.77532 -1.07134 0.36961
H -0.78193 0.85591 1.46746
H -2.41738 0.04748 1.41222
H -2.18256 -0.17661 -1.12267
H 0.88167 1.76452 -0.02645
H 2.09663 1.11612 -0.96986
H 2.09946 -0.94395 -0.77929
H 2.37468 0.27206 0.37354
H -1.31277 -2.02046 0.43023
```

Its HOMO energy is -0.3333 Eh. For the energy above the lowest of the compared OMol25 structures with the same formula, charge and spin, the calculation gives 102.8 kcal/mol. For the LUMO energy, the calculation gives 0.91 eV. The orbital gap comes out at 9.98 eV.

And the Mulliken charges, in e, turn out to be:
1 C -0.61
2 C -0.12
3 O -0.44
4 C -0.51
5 C -0.25
6 O -0.41
7 C 0.05
8 H 0.23
9 H 0.28
10 H 0.33
11 H 0.34
12 H 0.26
13 H 0.30
14 H 0.20
15 H 0.34

=====

(4)
This record from the Open Molecules 2025 dataset describes an isolated molecule of C5H8O2 in a non-equilibrium geometry. The level of theory is ωB97M-V/def2-TZVPD.

XYZ file:
```
15
C5H8O2 (ωB97M-V/def2-TZVPD)
O -0.30047 0.39089 1.70508
C -0.83704 1.37648 0.65787
C 0.12969 0.93790 -0.36286
C 0.57152 -1.05301 0.31237
C 0.68452 -1.15388 -1.17912
C -0.26749 0.00355 -1.42174
O -1.31140 -0.02086 -2.03938
H -0.40168 0.42331 2.66790
H -0.77396 2.39816 1.04928
H -1.87024 1.15857 0.33367
H 1.12475 1.36933 -0.32172
H 1.47001 -1.17265 0.93583
H -0.24247 -1.65239 0.75514
H 0.32134 -2.08269 -1.60434
H 1.70292 -0.92271 -1.48797
```

Its HOMO energy is -0.3145 Eh. For the energy above the lowest of the compared OMol25 structures with the same formula, charge and spin, the calculation gives 105.2 kcal/mol. For the LUMO energy, the calculation gives 0.51 eV. The orbital gap comes out at 9.07 eV.

And the Mulliken charges, in e, turn out to be:
1 O -0.46
2 C -0.45
3 C -0.21
4 C -0.59
5 C -0.42
6 C 0.43
7 O -0.60
8 H 0.25
9 H 0.32
10 H 0.24
11 H 0.38
12 H 0.28
13 H 0.24
14 H 0.31
15 H 0.27

=====

(5)
This record from the Open Molecules 2025 dataset describes an isolated molecule of C5H8O2. The level of theory is ωB97M-V/def2-TZVPD.

XYZ file:
```
15
C5H8O2 (ωB97M-V/def2-TZVPD)
O -1.93996 0.97565 0.01750
C -1.21626 -0.23012 -0.11305
C -0.16164 -0.09453 -1.23708
C 0.92689 -0.25621 -0.18473
O 2.10133 -0.95715 -0.40035
C 0.78482 0.70788 0.95361
C -0.09204 -0.51107 0.90004
H -2.68956 0.83770 0.60692
H -1.89250 -1.08500 -0.23023
H -0.17783 -0.94738 -1.92218
H -0.19976 0.84193 -1.80428
H 2.75064 -0.32405 -0.73342
H 1.59676 0.65160 1.67406
H 0.32053 1.68405 0.83347
H -0.08670 -1.28317 1.66377
```

Its HOMO energy is -0.3526 Eh. For the energy above the lowest of the compared OMol25 structures with the same formula, charge and spin, the calculation gives 49.0 kcal/mol. For the LUMO energy, the calculation gives 0.88 eV. The orbital gap comes out at 10.47 eV.

And the Mulliken charges, in e, turn out to be:
1 O -0.56
2 C 0.08
3 C -0.85
4 C 0.53
5 O -0.52
6 C -0.81
7 C -0.41
8 H 0.31
9 H 0.41
10 H 0.26
11 H 0.29
12 H 0.36
13 H 0.30
14 H 0.20
15 H 0.40

=====

(6)
This record from the Open Molecules 2025 dataset describes an isolated molecule of C5H8O2. The level of theory is ωB97M-V/def2-TZVPD.

XYZ file:
```
15
C5H8O2 (ωB97M-V/def2-TZVPD)
C -0.57464 -1.53286 0.65985
C -0.18525 -0.29674 -0.16563
O -0.65449 -0.56085 -1.48133
C -0.85413 0.97732 0.38564
O -0.55007 2.11436 -0.38657
C 1.27999 -0.06597 -0.20730
C 2.45096 0.20297 -0.31364
H -1.37575 -1.30977 1.37188
H 0.27164 -1.96244 1.19971
H -0.94535 -2.26943 -0.05490
H -0.23557 0.06374 -2.08266
H -0.58228 1.11569 1.44483
H -1.93683 0.83484 0.32296
H 0.39481 2.29006 -0.27728
H 3.49698 0.39907 -0.41556
```

Its HOMO energy is -0.3739 Eh. For the energy above the lowest of the compared OMol25 structures with the same formula, charge and spin, the calculation gives 54.9 kcal/mol. For the LUMO energy, the calculation gives 0.84 eV. The orbital gap comes out at 11.02 eV.

And the Mulliken charges, in e, turn out to be:
1 C -1.53
2 C 1.84
3 O -0.57
4 C -0.85
5 O -0.51
6 C -1.46
7 C 0.21
8 H 0.33
9 H 0.34
10 H 0.37
11 H 0.35
12 H 0.33
13 H 0.37
14 H 0.32
15 H 0.46

=====

(7)
This record from the Open Molecules 2025 dataset describes an isolated molecule of C5H8O2 in a non-equilibrium geometry. The level of theory is ωB97M-V/def2-TZVPD.

XYZ file:
```
15
C5H8O2 (ωB97M-V/def2-TZVPD)
C 1.55259 0.22734 -1.14870
C 1.00922 -0.37217 0.11990
O 1.84183 -0.91276 0.83343
C -0.39597 -0.41268 0.60726
O -0.53306 -1.30258 1.66180
C -1.60535 -0.22343 -0.25053
C -1.18039 0.88210 0.66955
H 2.42644 -0.42521 -1.19446
H 0.91057 0.23834 -2.03889
H 1.95335 1.23328 -0.99153
H 0.36479 -1.37132 2.03550
H -2.45415 -0.82876 0.05306
H -1.49113 -0.08856 -1.32204
H -0.75364 1.78479 0.24135
H -1.73141 1.01513 1.59490
```

Its HOMO energy is -0.3554 Eh. For the energy above the lowest of the compared OMol25 structures with the same formula, charge and spin, the calculation gives 30.6 kcal/mol. For the LUMO energy, the calculation gives 0.96 eV. The orbital gap comes out at 10.63 eV.

And the Mulliken charges, in e, turn out to be:
1 C -1.16
2 C 0.94
3 O -0.64
4 C 0.66
5 O -0.61
6 C -0.77
7 C -0.73
8 H 0.38
9 H 0.30
10 H 0.29
11 H 0.36
12 H 0.26
13 H 0.20
14 H 0.26
15 H 0.27

=====

(8)
This record from the Open Molecules 2025 dataset describes an isolated molecule of C5H8O2. The level of theory is ωB97M-V/def2-TZVPD.

XYZ file:
```
15
C5H8O2 (ωB97M-V/def2-TZVPD)
O 2.38847 0.05167 -0.25981
C 1.34460 0.63075 -0.37288
O 1.19893 1.93728 -0.04385
C 0.04136 0.02270 -0.82636
C -0.99932 0.17439 0.29278
C -2.07822 -0.87098 0.31660
C -1.94130 -2.08359 0.83139
H 1.98938 2.19919 0.46472
H -0.28168 0.45697 -1.77426
H 0.26480 -1.03193 -0.98815
H -0.53137 0.20682 1.27633
H -1.43413 1.17364 0.18909
H -3.04931 -0.59016 -0.06615
H -0.98963 -2.43702 1.22579
H -2.76381 -2.78065 0.96701
```

Its HOMO energy is -0.3647 Eh. For the energy above the lowest of the compared OMol25 structures with the same formula, charge and spin, the calculation gives 10.6 kcal/mol. For the LUMO energy, the calculation gives 0.77 eV. The orbital gap comes out at 10.69 eV.

And the Mulliken charges, in e, turn out to be:
1 O -0.55
2 C 0.49
3 O -0.44
4 C -0.35
5 C -0.70
6 C -0.22
7 C -0.72
8 H 0.33
9 H 0.30
10 H 0.31
11 H 0.40
12 H 0.31
13 H 0.30
14 H 0.25
15 H 0.27